1.
{"formula": "C15H27F2GaNO3Si", "method": "ωB97M-V with the def2-TZVPD basis set", "max_force_ha_per_bohr": 0.0468, "gap_ev": 7.07, "homo_ev": -4.5, "charge": -1, "lumo_energy_ev": 2.5, "symbols": ["C", "Si", "C", "C", "C", "C", "F", "F", "Ga", "N", "C", "C", "C", "C", "C", "C", "H", "H", "H", "H", "H", "H", "H", "H", "H", "H", "H", "H", "H", "H", "H", "H", "H", "H", "H", "C", "C", "O", "C", "O", "O", "C", "H", "H", "H", "H", "H", "H", "H", "H"], "coordinates": [[0.351, 3.532, 1.200], [-0.494, 1.970, 1.943], [-0.407, 2.204, 3.858], [0.487, 0.389, 1.567], [-0.059, -0.471, 0.361], [0.211, -1.990, 0.664], [-0.201, -2.829, -0.431], [1.617, -2.215, 0.827], [-0.747, -2.717, 2.350], [-2.569, -3.347, 1.956], [-2.341, 1.884, 1.511], [-2.981, 2.858, 0.612], [-4.420, 2.782, 0.338], [-5.214, 1.740, 0.969], [-4.596, 0.753, 1.843], [-3.170, 0.839, 2.110], [-0.381, 4.241, 0.736], [1.130, 3.234, 0.442], [0.867, 4.089, 2.030], [-0.766, 1.225, 4.286], [0.638, 2.436, 4.183], [-1.159, 2.983, 4.139], [0.608, -0.175, 2.524], [1.528, 0.721, 1.275], [0.568, -0.218, -0.547], [-1.118, -0.270, 0.073], [0.054, -3.892, 3.106], [-0.913, -1.510, 3.433], [-3.201, -2.813, 2.559], [-2.751, -3.138, 0.972], [-2.395, 3.683, 0.143], [-4.861, 3.563, -0.330], [-6.314, 1.701, 0.782], [-5.218, -0.044, 2.319], [-2.657, 0.121, 2.798], [3.427, -2.290, -1.605], [2.245, -2.181, -2.545], [2.385, -1.061, -3.440], [3.250, -1.218, -4.440], [3.909, -2.203, -4.665], [3.282, -0.077, -5.148], [4.252, -0.076, -6.192], [3.577, -1.352, -1.067], [3.270, -3.090, -0.882], [4.351, -2.497, -2.149], [1.341, -2.003, -1.967], [2.091, -3.103, -3.110], [4.123, -0.933, -6.853], [5.257, -0.068, -5.767], [4.112, 0.835, -6.773]], "atomic_forces_ev_per_a": [[0.17, 0.15, -0.21], [0.48, 0.35, 1.06], [-0.67, -0.55, -0.48], [0.55, 0.27, -0.73], [1.63, -0.82, -0.64], [-0.95, -0.18, 0.90], [0.76, 1.12, 0.32], [-1.09, 0.57, -0.81], [-0.40, -0.37, 0.71], [0.59, 0.29, -0.14], [-2.20, 0.25, -0.94], [-1.45, -1.52, 0.88], [1.36, -1.01, 1.31], [1.47, 0.15, 0.11], [1.11, 1.48, -0.68], [-0.60, 1.09, -0.88], [0.70, -0.55, 0.26], [-0.81, 0.42, 0.64], [-0.43, -0.54, -0.76], [0.53, 0.92, -0.15], [-0.95, -0.13, -0.06], [0.85, -0.41, 0.02], [-0.36, 0.22, -0.92], [-0.93, -0.28, 0.40], [-0.69, -0.05, 0.69], [0.68, -0.47, 0.55], [0.14, 0.06, -0.28], [-0.05, 0.15, -0.03], [0.05, -0.10, -0.61], [-0.39, 0.05, 0.44], [-0.50, -0.88, 0.45], [0.24, -0.95, 0.70], [1.09, 0.00, 0.16], [0.68, 0.81, -0.52], [-0.67, 0.48, -0.72], [0.43, 0.08, -0.23], [0.00, -0.44, 0.62], [0.11, 0.12, -0.51], [-0.17, -0.09, 0.59], [-0.08, 0.21, -0.21], [0.00, -0.07, -0.07], [0.15, 0.08, -0.22], [-0.18, -0.08, 0.11], [-0.12, 0.11, 0.00], [-0.10, -0.07, -0.07], [0.02, 0.18, -0.22], [0.13, 0.13, -0.14], [0.08, -0.04, 0.14], [-0.03, -0.15, -0.07], [-0.17, 0.02, 0.20]], "mulliken_charge": [-1.153, 0.217, -1.114, -0.711, -0.350, 0.362, -0.367, -0.344, 0.303, -0.671, 0.504, -0.353, -0.521, -0.302, -0.648, 0.068, 0.305, 0.307, 0.293, 0.319, 0.327, 0.317, 0.399, 0.301, 0.132, 0.394, -0.369, -0.225, 0.186, 0.219, 0.121, 0.307, 0.299, 0.329, 0.199, -1.105, -0.007, -0.352, 0.752, -0.561, -0.340, -0.641, 0.259, 0.311, 0.406, 0.077, 0.320, 0.289, 0.285, 0.223]}



2.
{"formula": "C3H5N3O", "method": "ωB97M-V with the def2-TZVPD basis set", "max_force_ha_per_bohr": 0.0400, "gap_ev": 8.72, "homo_ev": -8.4, "charge": 0, "lumo_energy_ev": 0.3, "symbols": ["N", "C", "C", "N", "C", "O", "N", "H", "H", "H", "H", "H"], "coordinates": [[1.873, 0.630, 0.068], [0.595, 0.362, -0.269], [-0.262, -0.710, 0.327], [-0.993, -1.090, -0.834], [-1.360, 0.217, -1.266], [-1.345, 0.047, 1.078], [-0.155, 0.986, -1.125], [2.282, 0.218, 0.893], [2.230, 1.539, -0.190], [0.175, -1.523, 0.927], [-1.754, -1.721, -0.593], [-1.296, 1.024, 1.053]], "atomic_forces_ev_per_a": [[-0.44, 0.27, 0.21], [-0.15, 0.14, 0.08], [-0.75, 0.76, 0.95], [-0.32, 0.37, -0.26], [0.70, -0.47, -1.47], [1.00, -0.79, 1.61], [-0.06, -0.23, -0.30], [-0.20, 0.00, -0.13], [0.04, -0.12, -0.19], [-0.30, 0.48, 0.04], [-0.10, 0.45, -0.33], [0.57, -0.86, -0.21]], "mulliken_charge": [-0.423, 0.211, 0.197, -0.277, -0.247, -0.543, -0.455, 0.235, 0.271, 0.390, 0.280, 0.361]}



3.
{"formula": "C3H3ClFNOS", "method": "ωB97M-V with the def2-TZVPD basis set", "max_force_ha_per_bohr": 0.0530, "gap_ev": 9.62, "homo_ev": -9.0, "smiles": "ON1C[C@@](F)(Cl)C1=S", "charge": 0, "lumo_energy_ev": 0.6, "symbols": ["O", "N", "C", "C", "F", "Cl", "C", "S", "H", "H", "H"], "coordinates": [[1.991, 0.845, -0.466], [0.774, 0.297, -0.160], [-0.525, 0.993, 0.072], [-1.088, -0.429, 0.221], [-1.412, -0.781, 1.524], [-2.399, -0.891, -0.836], [0.380, -0.939, -0.021], [1.195, -2.321, -0.135], [2.559, 0.041, -0.338], [-0.548, 1.702, 0.951], [-0.925, 1.484, -0.811]], "atomic_forces_ev_per_a": [[0.07, -1.33, 0.45], [-1.39, 2.34, 0.17], [0.60, 0.82, 0.28], [0.82, -0.83, 1.64], [-0.22, 0.52, -0.68], [0.39, 0.03, 0.04], [-0.77, -0.66, -0.80], [0.31, -0.66, 0.06], [0.00, 0.70, -0.25], [0.02, -1.07, -0.77], [0.17, 0.17, -0.13]], "mulliken_charge": [-0.369, 0.193, -0.706, 0.839, -0.246, -0.148, -0.049, -0.419, 0.364, 0.246, 0.295]}